DFT (ωB97M-V/def2-TZVPD) results for an isolated molecule of C10H7N3OS at a distorted geometry.

Atoms and positions in Å:
C (-2.10033, -0.00511, -1.54893)
C (-1.30523, 0.15600, -0.16986)
C (-2.19576, -0.35706, 0.97517)
O (-0.14343, -0.68180, -0.25270)
C (0.98644, -0.00165, 0.06849)
C (2.20973, -0.87073, 0.26355)
C (3.10809, -1.12795, -0.90524)
N (3.80481, -1.35788, -1.79234)
C (1.92464, -2.15269, 0.81362)
N (1.51873, -3.20201, 1.12234)
C (0.92500, 1.30986, 0.36536)
C (1.87453, 2.30982, 0.54301)
N (2.60140, 3.22434, 0.55919)
C (-0.85524, 1.54354, 0.17013)
S (-1.56201, 2.97607, 0.15481)
H (-1.44301, 0.29396, -2.36604)
H (-3.02681, 0.65146, -1.41155)
H (-2.46352, -1.03347, -1.61458)
H (-2.48541, -1.38846, 0.85665)
H (-2.84599, 0.54057, 1.34185)
H (-1.51620, -0.52403, 1.79826)
H (2.98957, -0.30278, 1.02881)

Atomic forces in eV per Å
-0.39 1.37 2.04
-1.70 -0.58 -0.92
0.93 1.94 1.27
1.22 0.45 0.32
0.03 0.15 0.54
3.63 2.06 0.79
-0.42 0.29 -0.52
-0.36 0.18 0.53
-2.02 -3.49 1.09
1.10 2.16 -0.38
-4.85 -1.25 -0.96
1.34 1.87 -0.12
-1.13 -1.60 0.21
3.90 0.80 -0.64
0.01 -0.75 0.23
-0.40 -0.03 -0.10
1.37 -0.67 -0.60
0.38 0.10 -0.13
-1.30 0.07 -0.67
0.35 -2.28 -0.95
0.47 0.40 0.66
-2.15 -1.17 -1.69

Calculated values
SMILES ... CC1(C)OC(C(C#N)C#N)=C(C#N)C1=S
Gap between HOMO and LUMO ... 8.4378 eV
LUMO level ... -1.227 eV
Strongest force on any atom ... 5.1 eV/A
Highest occupied orbital energy ... -9.7 eV

---

DFT (ωB97M-V/def2-TZVPD) results for an isolated molecule of C10H8Cl2F4O at a distorted geometry.

Atoms and positions in Å:
O (2.43300, -0.57761, 0.27616)
C (1.34710, -0.21819, 0.67269)
C (0.06955, -0.41869, -0.01329)
C (-0.34153, -1.27164, -1.07952)
C (-1.74532, -1.38126, -1.68570)
F (-1.89290, -1.82606, -2.90259)
F (-2.33542, -0.11735, -1.64632)
Cl (-2.68213, -2.45515, -0.68480)
C (0.62906, -2.24257, -1.74365)
F (1.76360, -1.61193, -1.95210)
F (0.31908, -2.67544, -2.99715)
Cl (0.86292, -3.63950, -0.66923)
C (-0.79015, 0.64078, 0.65967)
C (-0.23687, 1.99238, 0.07157)
C (1.04768, 2.08717, 0.86032)
C (1.15665, 0.88096, 1.73518)
C (-0.25347, 0.53047, 2.02253)
H (-1.87703, 0.69176, 0.58912)
H (-0.95157, 2.81533, 0.33273)
H (-0.11554, 2.01167, -0.98503)
H (1.81373, 2.20858, 0.11856)
H (0.96982, 2.99386, 1.40781)
H (1.92062, 0.84670, 2.52198)
H (-0.47347, -0.52240, 2.37756)
H (-0.63741, 1.25815, 2.71347)

Atomic forces in eV per Å
-0.38 -0.47 0.58
3.48 0.47 -0.68
-3.94 -2.24 -3.60
1.31 1.53 1.14
-0.51 2.14 1.99
0.44 0.20 -1.15
0.39 -0.92 -0.16
-0.66 -0.52 0.82
0.32 0.14 -0.08
1.29 0.32 0.17
-0.61 -0.27 0.82
0.10 -0.17 -0.24
-1.29 0.76 -2.34
-1.76 -0.24 1.80
0.41 1.79 -0.89
0.88 -2.43 -0.82
-1.22 -0.37 2.63
0.16 -0.97 -0.23
0.57 -0.67 -0.18
0.06 -0.30 -0.83
1.05 -0.05 0.19
0.44 0.79 0.86
-0.31 0.12 -0.36
0.58 1.18 0.10
-0.80 0.19 0.45

Calculated values
SMILES ... O=C1C(=C(C(F)(F)Cl)C(F)(F)Cl)[C@@H]2CC[C@H]1C2
Gap between HOMO and LUMO ... 8.6500 eV
LUMO level ... -1.080 eV
Strongest force on any atom ... 5.8 eV/A
Highest occupied orbital energy ... -9.7 eV

---

DFT (ωB97M-V/def2-TZVPD) results for an isolated molecule of C10H8Cl2N2 at a distorted geometry.

Atoms and positions in Å:
C (-3.05121, -1.50066, 0.33589)
C (-2.12602, -1.29453, 1.39668)
C (-2.74545, -1.19068, -1.03271)
C (-0.82382, -0.86556, 1.02164)
C (-1.46546, -0.73667, -1.25069)
C (-0.50264, -0.59705, -0.26788)
C (2.26028, 2.41449, 0.26190)
C (3.28951, 1.38349, 0.26693)
C (0.99393, 2.19417, 0.00559)
C (0.75953, -0.02805, -0.66218)
N (3.04134, 0.17083, 0.12075)
N (1.90601, -0.42027, 0.02649)
Cl (-0.48487, 3.01272, 0.24202)
Cl (2.31976, -2.19775, -0.21815)
H (-4.03000, -1.82140, 0.32806)
H (-2.36299, -1.62648, 2.41826)
H (-3.47448, -1.35278, -1.78975)
H (-0.26669, -0.65455, 1.89206)
H (-1.22544, -0.22727, -2.28290)
H (2.74109, 3.38219, 0.45322)
H (4.27815, 1.73295, 0.49849)
H (0.96948, 0.22285, -1.76370)

Atomic forces in eV per Å
2.03 0.96 -1.33
-0.35 -0.88 -2.25
1.67 -0.13 2.80
-2.76 -0.88 2.67
-0.70 1.72 -3.76
1.39 1.08 -1.25
0.82 0.97 -0.11
-1.50 1.74 -0.31
-0.93 1.69 1.23
1.48 -2.40 -1.60
2.52 -1.62 0.02
-2.13 -0.20 -0.21
0.88 -0.12 -0.46
-0.45 -0.44 0.21
-2.06 -0.92 1.48
0.13 0.58 -0.53
-0.34 0.14 -0.49
1.53 0.19 0.31
-0.29 -1.48 1.86
-0.84 0.20 0.29
0.51 -0.36 -0.20
-0.62 0.17 1.64

Calculated values
Gap between HOMO and LUMO (spin up / spin down) ... 6.6128 / 6.0340 eV
Spin multiplicity ... 3
⟨S²⟩ ... 2.0463
LUMO level (spin up / spin down) ... 0.045 / -2.495 eV
Strongest force on any atom ... 4.2 eV/A
Highest occupied orbital energy (spin up / spin down) ... -6.6 / -8.5 eV